Here is C21H21N3O4S3 in the gas phase in a non-equilibrium geometry from OMol25. Energies are from ωB97M-V/def2-TZVPD.

Computed properties:
Orbital gap, eV: 8.67
LUMO level, eV: 0.18

Last column: natural (NBO) charge in e.
Positions of all 52 atoms, in Å:
C 5.672 1.081 -1.863  -0.63
C 4.875 -0.198 -1.758  -0.65
S 5.243 -0.996 -0.166  2.31
O 4.440 -2.173 -0.048  -0.93
O 6.660 -1.107 -0.002  -0.94
N 4.773 0.129 0.981  -0.85
C 3.509 0.709 1.022  0.15
C 3.339 2.011 1.487  -0.24
C 2.073 2.572 1.522  -0.19
C 0.974 1.857 1.091  -0.21
C 1.133 0.546 0.630  0.02
C -0.018 -0.205 0.177  0.19
N -1.198 0.295 0.155  -0.23
N -2.111 -0.618 -0.254  -0.50
S -3.253 0.038 -1.334  2.29
O -2.580 0.442 -2.536  -0.93
O -4.297 -0.934 -1.448  -0.93
C -3.782 1.452 -0.390  -0.25
C -4.760 1.279 0.567  -0.20
C -5.136 2.364 1.343  -0.21
C -4.525 3.593 1.151  -0.18
C -3.541 3.749 0.187  -0.22
C -3.162 2.669 -0.593  -0.19
C -1.447 -1.870 -0.702  -0.11
C -2.128 -3.033 -0.078  -0.20
C -2.929 -3.953 -0.682  -0.23
C -3.461 -4.899 0.222  -0.25
C -3.063 -4.678 1.500  -0.40
S -2.032 -3.309 1.630  0.42
C 0.019 -1.646 -0.288  -0.46
C 2.404 -0.023 0.603  -0.28
H 5.290 1.830 -1.173  0.21
H 5.622 1.488 -2.871  0.23
H 6.711 0.873 -1.620  0.24
H 3.801 -0.039 -1.787  0.24
H 5.162 -0.927 -2.510  0.25
H 5.540 0.697 1.300  0.42
H 4.197 2.574 1.826  0.21
H 1.951 3.581 1.887  0.22
H -0.016 2.282 1.107  0.23
H -5.212 0.307 0.681  0.24
H -5.901 2.251 2.096  0.22
H -4.818 4.437 1.759  0.22
H -3.070 4.710 0.044  0.22
H -2.403 2.746 -1.354  0.24
H -1.562 -1.933 -1.791  0.24
H -3.137 -3.947 -1.736  0.23
H -4.110 -5.704 -0.071  0.23
H -3.309 -5.234 2.383  0.24
H 0.302 -2.302 0.537  0.24
H 0.717 -1.796 -1.110  0.24
H 2.554 -1.039 0.278  0.25

Atoms 1-2, force components in eV/Å:
C 0.10 0.11 -0.04
C 0.24 -0.22 0.80